(1)
C3H5NS2 | wB97M-V/def2-TZVPD

Structure (XYZ):
```
11
Properties=species:S:1:pos:R:3:forces:R:3
S 0.38612 1.16991 1.52365 0.0 -0.3 0.1
S 2.86459 -0.95658 0.01577 -2.1 0.8 0.7
N -0.02675 -0.99588 0.22551 -1.2 -3.7 -1.4
C -0.83524 -0.22560 -0.33311 -1.2 0.5 0.0
C 0.68003 -0.57139 1.24537 2.3 4.2 -2.3
C -0.89107 1.14753 0.24168 1.9 1.1 -1.7
H 0.91670 -1.11320 2.04477 0.9 -2.5 2.9
H -1.46471 -0.61838 -1.14812 0.3 0.6 0.3
H -0.70277 1.88114 -0.57837 0.3 -0.4 0.4
H -1.76489 1.53012 0.64873 -2.1 0.0 0.9
H 2.01788 -0.37044 -0.87816 0.7 -0.3 0.2
```
Positions in Å, forces in eV/Å.

Output
E_HOMO (alpha / beta) in eV: -8.34 / -8.33
Energy above the lowest of the compared OMol25 structures with the same formula, charge and spin in kJ/mol: 281.59
Spin multiplicity: 1
Gap between HOMO and LUMO (alpha / beta) in eV: 7.2 / 7.2
Total energy in eV: -26349.814
Charge: 0
Maximum force in hartree/bohr: 0.1034

***

(2)
C3H5NSi | wB97M-V/def2-TZVPD

Structure (XYZ):
```
10
Properties=species:S:1:pos:R:3:forces:R:3
Si -0.79534 1.58154 0.49622 -0.2 -3.8 -0.1
N 2.27190 -0.67925 -0.01203 -0.8 -0.3 0.9
C -0.25199 -0.10227 0.04040 -1.8 3.8 1.2
C 3.30708 -0.79797 -0.46636 3.0 -0.3 -1.3
C -0.94885 -1.09131 -0.44705 -2.8 0.8 -0.7
H -0.78521 -2.10279 -0.64819 1.3 -1.5 0.1
H -2.00567 -0.86555 -0.72408 0.7 -0.3 -0.1
H -1.70223 1.86210 1.62197 0.4 -0.1 0.3
H 1.30483 -0.57190 0.23529 -0.8 0.4 0.4
H -0.39452 2.76740 -0.09618 1.0 1.5 -0.8
```
Positions in Å, forces in eV/Å.

Output
E_HOMO (alpha / beta) in eV: -8.68 / -8.68
Energy above the lowest of the compared OMol25 structures with the same formula, charge and spin in kJ/mol: 445.31
Spin multiplicity: 1
Gap between HOMO and LUMO (alpha / beta) in eV: 7.3 / 7.3
Total energy in eV: -12553.784
Charge: 0
Maximum force in hartree/bohr: 0.0843

***

(3)
C3H5NaO3 | wB97M-V/def2-TZVPD

Structure (XYZ):
```
12
Properties=species:S:1:pos:R:3:forces:R:3
Na 2.62308 0.47485 -1.14550 -0.7 -0.2 0.2
O 0.43906 0.77105 -1.00358 0.2 -0.1 0.1
O 1.94518 -1.52786 -0.25549 -0.5 0.1 -0.1
O 0.16829 -0.89502 0.93156 -0.1 0.0 0.2
C 0.73156 -1.32104 -0.19609 0.7 0.0 -0.2
C -0.46701 1.17312 -0.04683 0.1 0.2 -0.2
C -0.97718 -0.06876 0.70102 -0.2 -0.1 -0.1
H -1.69914 -0.62444 0.08126 0.1 0.1 0.1
H -1.35222 1.68432 -0.47773 0.1 0.0 0.1
H -0.02845 1.86819 0.69974 -0.1 -0.1 -0.1
H -1.41701 0.15919 1.67828 0.1 -0.1 -0.2
H 0.03383 -1.69359 -0.96663 0.1 0.2 0.2
```
Positions in Å, forces in eV/Å.

Output
E_HOMO in eV: -8.14
Energy above the lowest of the compared OMol25 structures with the same formula, charge and spin in kJ/mol: 0.59
Spin multiplicity: 1
Gap between HOMO and LUMO in eV: 7.6
Total energy in eV: -13750.871
Charge: 0
Maximum force in hartree/bohr: 0.0151

***

(4)
C3H5O2 | wB97M-V/def2-TZVPD

Structure (XYZ):
```
10
Properties=species:S:1:pos:R:3:forces:R:3
O -0.74680 1.09625 -0.00631 -0.2 0.8 -0.1
O -0.89320 -1.06759 0.00652 1.7 -0.3 0.0
C 0.66073 -0.78844 -0.00334 -1.2 -0.4 0.0
C -1.45162 0.05329 -0.00180 -0.9 -0.2 0.0
C 0.65695 0.73993 0.01282 1.1 0.1 0.0
H 1.05691 -1.28924 0.87854 -0.2 0.1 0.0
H -2.54056 0.13526 -0.00822 0.2 0.0 0.0
H 1.08925 1.19512 0.90903 -0.1 -0.2 -0.1
H 1.12893 1.17729 -0.87054 -0.2 -0.1 0.1
H 1.03941 -1.25186 -0.91670 -0.2 0.1 0.2
```
Positions in Å, forces in eV/Å.

Output
E_HOMO in eV: -17.59
Energy above the lowest of the compared OMol25 structures with the same formula, charge and spin in kJ/mol: 0.00
Spin multiplicity: 1
Gap between HOMO and LUMO in eV: 12.9
Total energy in eV: -7278.722
Charge: +1
Maximum force in hartree/bohr: 0.0345

***

(5)
C3H5O2 | wB97M-V/def2-TZVPD

Structure (XYZ):
```
10
Properties=species:S:1:pos:R:3:forces:R:3
O 0.18013 0.23625 1.14326 0.5 1.4 2.3
O -0.83511 -0.50130 -0.98074 -0.3 0.9 3.6
C 0.47575 -0.02637 -1.11865 -1.9 -0.3 -1.4
C -1.13201 -0.08380 1.05280 2.8 -4.9 -4.7
C 0.96111 0.43409 0.20640 -0.2 -1.3 -2.7
H 1.17560 -0.84931 -1.46073 -0.2 0.5 0.7
H -1.85656 0.54396 1.28593 -2.7 4.1 0.3
H 0.39923 0.64928 -2.04906 0.9 -0.1 1.6
H -1.35330 -1.02273 1.51081 0.4 -0.9 -0.2
H 1.98515 0.61993 0.40997 0.8 0.7 0.5
```
Positions in Å, forces in eV/Å.

Output
E_HOMO in eV: -15.30
Energy above the lowest of the compared OMol25 structures with the same formula, charge and spin in kJ/mol: 432.52
Spin multiplicity: 1
Gap between HOMO and LUMO in eV: 8.6
Total energy in eV: -7274.239
Charge: +1
Maximum force in hartree/bohr: 0.1427

***

(6)
C3H5O2P | wB97M-V/def2-TZVPD

Structure (XYZ):
```
11
Properties=species:S:1:pos:R:3:forces:R:3
P 1.46464 -0.51216 1.34598 0.3 -0.4 -0.1
O 0.71852 0.85308 -1.08764 1.0 0.8 0.1
O -1.19508 -1.02772 1.26763 -0.1 0.0 -0.2
C -0.28070 -0.45724 0.73476 0.2 -0.3 0.3
C -0.06556 -0.04700 -1.83957 -0.4 -0.7 -0.4
C -0.41310 0.36873 -0.49159 -4.5 2.8 1.3
H 0.35475 -1.04020 -1.97590 0.1 0.1 0.0
H -0.57035 0.37537 -2.69622 -0.1 0.1 0.0
H 1.56530 0.87563 1.39532 0.2 0.4 0.0
H -1.55960 1.31810 -0.15547 3.4 -2.7 -1.4
H 1.06556 -0.64893 2.67356 0.0 -0.1 0.4
```
Positions in Å, forces in eV/Å.

Output
E_HOMO in eV: -9.34
Energy above the lowest of the compared OMol25 structures with the same formula, charge and spin in kJ/mol: 369.26
Spin multiplicity: 1
Gap between HOMO and LUMO in eV: 9.7
Total energy in eV: -16571.948
Charge: 0
Maximum force in hartree/bohr: 0.1063

***

Q: Which value of energy above the lowest of the compared OMol25 structures with the same formula, charge and spin does entry 3 give?
A: 0.59 kJ/mol